Computed, not measured: a cluster of 3 separate species, C3H11NO2 in total at a distorted geometry, with ωB97M-V/def2-TZVPD.

Relative energy (zero: lowest compared OMol25 entry of this formula, charge and spin) ... 52.15 kcal/mol
LUMO level ... 0.6304 eV
Largest force on an atom ... 0.1130 hartree/bohr
HOMO energy ... -0.338 Eh

Last column: Löwdin charge in e.
Positions of all 17 atoms, in Å:
N -0.653 -1.229 -1.624  0.011
C 0.601 -0.933 -1.192  -0.371
C 1.971 0.723 0.037  0.002
C 0.907 -0.123 0.038  -0.158
H -1.097 -0.680 -2.303  0.064
H -1.300 -1.363 -0.946  0.031
H 1.052 -0.417 -2.051  0.115
H 1.274 -1.869 -1.320  0.135
H 2.021 1.404 0.920  0.069
H 2.617 0.845 -0.722  0.011
H 0.250 -0.170 0.988  0.103
H -0.987 -2.549 2.030  0.061
H 0.392 -1.737 2.359  0.058
O -0.590 -1.813 2.576  -0.117
H -2.197 2.590 -0.557  0.081
H -0.792 2.877 -0.095  -0.050
O -1.601 3.272 -0.104  -0.043

Computed, not measured: a cluster of 2 separate species, C3H11NO2S in total at a distorted geometry, with ωB97M-V/def2-TZVPD.

Relative energy (zero: lowest compared OMol25 entry of this formula, charge and spin) ... 18.90 kcal/mol
LUMO level (alpha / beta) ... 2.6698 / 3.1379 eV
Largest force on an atom ... 0.0418 hartree/bohr
Net charge ... -1
HOMO energy (alpha / beta) ... 0.035 / -0.201 Eh
Spin multiplicity ... 2
Expectation value of S² ... 0.751

Last column: Löwdin charge in e.
Positions of all 18 atoms, in Å:
C -0.520 1.056 -1.142  -0.281
O -1.587 1.961 -0.878  -0.128
C 0.428 0.702 0.039  -0.542
C 1.126 -0.570 -0.364  -0.617
S 2.426 -1.038 0.864  0.329
N -0.338 0.439 1.269  0.008
H -1.031 0.146 -1.471  0.110
H 0.117 1.516 -1.912  0.108
H -1.248 2.595 -0.223  0.063
H 1.174 1.486 0.178  0.093
H 1.796 -0.375 -1.230  0.055
H 0.488 -1.365 -0.738  0.038
H 2.045 -0.592 2.050  -0.239
H -1.305 0.681 1.083  0.049
H -0.021 1.015 2.048  0.003
H -0.650 -2.397 0.677  0.022
H -1.401 -2.974 -0.458  0.027
O -1.497 -2.285 0.209  -0.099

Computed, not measured: a cluster of 2 separate species, C3H11NO2S in total at a distorted geometry, with ωB97M-V/def2-TZVPD.

Relative energy (zero: lowest compared OMol25 entry of this formula, charge and spin) ... 41.24 kcal/mol
LUMO level ... 0.5952 eV
Largest force on an atom ... 0.0957 hartree/bohr
HOMO energy ... -0.326 Eh

Last column: Löwdin charge in e.
Positions of all 18 atoms, in Å:
C -0.352 0.738 -1.782  -0.186
O 0.577 0.721 -2.940  -0.089
C 0.563 0.205 -0.552  -0.453
C -0.202 -0.761 0.303  -0.592
S 1.099 -1.634 1.221  0.700
N 1.236 1.340 0.255  0.069
H -0.691 1.808 -1.584  0.119
H -1.365 0.294 -1.832  0.103
H 0.580 1.651 -3.126  0.056
H 1.321 -0.524 -1.134  0.146
H -0.755 -1.574 -0.276  0.089
H -1.139 -0.283 0.787  0.095
H 0.418 -2.843 1.207  -0.116
H 1.092 1.095 1.209  0.031
H 2.160 1.316 0.034  0.017
H -3.594 1.531 2.399  0.013
H -3.719 0.580 1.238  0.019
O -3.151 0.857 1.933  -0.022

Computed, not measured: an isolated molecule of C3H11NO2SSi at a distorted geometry, with ωB97M-V/def2-TZVPD.

LUMO level (alpha / beta) ... 0.4870 / -4.3602 eV
Largest force on an atom ... 0.0999 hartree/bohr
HOMO energy (alpha / beta) ... -0.114 / -0.394 Eh
Spin multiplicity ... 3
Expectation value of S² ... 2.005

Last column: Löwdin charge in e.
Positions of all 19 atoms, in Å:
C 0.329 -0.070 1.660  -0.085
C 1.855 1.573 -0.912  -0.100
C -1.136 0.013 -0.274  -0.385
N 0.178 -0.376 0.238  -0.217
O 1.182 -0.788 -1.919  -0.250
O 2.602 -0.662 0.127  -0.271
Si -2.448 -1.383 0.049  0.517
S 1.526 -0.186 -0.689  0.580
H 1.311 -0.037 1.831  0.033
H -0.251 0.879 1.949  0.121
H -0.332 -0.783 2.108  0.063
H 2.826 1.488 -1.366  0.072
H 1.057 2.092 -1.437  0.071
H 1.892 2.091 0.003  0.047
H -1.317 0.980 0.089  0.055
H -0.884 0.101 -1.254  0.020
H -1.486 -2.400 -0.310  -0.101
H -3.540 -1.153 -1.202  -0.063
H -3.363 -1.378 1.307  -0.109

Computed, not measured: a cluster of 3 separate species, C3H11NO3 in total at a distorted geometry, with ωB97M-V/def2-TZVPD.

Relative energy (zero: lowest compared OMol25 entry of this formula, charge and spin) ... 55.45 kcal/mol
LUMO level ... 0.2798 eV
Largest force on an atom ... 0.0484 hartree/bohr
HOMO energy ... -0.338 Eh

Last column: Löwdin charge in e.
Positions of all 18 atoms, in Å:
C 0.089 -0.138 -2.221  -0.128
N -0.266 -0.005 -0.791  -0.114
C 1.017 0.167 -0.021  -0.206
C 1.973 1.273 -0.443  -0.274
O 3.106 1.173 -0.820  0.063
H -0.692 -0.509 -2.880  0.072
H 0.506 0.792 -2.668  0.081
H 0.910 -0.856 -2.226  0.079
H -0.904 0.751 -0.581  0.084
H 1.474 -0.809 -0.145  0.106
H 0.701 0.092 1.064  0.108
H 1.548 2.292 -0.360  0.118
H -1.009 0.002 3.046  0.061
H -1.603 1.189 2.135  0.061
O -1.283 0.280 2.169  -0.064
H -1.098 -1.932 1.541  0.010
H -2.490 -1.509 1.432  0.020
O -1.979 -2.251 1.771  -0.077

Computed, not measured: a cluster of 3 separate species, C3H11NO3 in total at a distorted geometry, with ωB97M-V/def2-TZVPD.

Relative energy (zero: lowest compared OMol25 entry of this formula, charge and spin) ... 36.59 kcal/mol
LUMO level ... 0.6785 eV
Largest force on an atom ... 0.1188 hartree/bohr
HOMO energy ... -0.381 Eh

Last column: Löwdin charge in e.
Positions of all 18 atoms, in Å:
C -1.448 -1.444 0.557  -0.062
C -0.001 -1.649 -0.105  -0.143
C 0.722 -0.436 0.131  -0.593
N 1.763 -0.551 1.052  0.168
O 0.524 0.550 -0.534  0.032
H -1.951 -0.598 0.359  0.025
H -2.116 -2.291 0.362  0.074
H -1.391 -1.492 1.657  0.077
H -0.323 -1.652 -1.299  0.179
H 0.511 -2.627 -0.032  0.116
H 1.566 -1.075 1.879  0.093
H 2.393 0.263 1.217  0.124
H -0.141 1.609 -2.506  0.069
H -1.497 1.999 -2.367  -0.060
O -1.013 1.676 -3.032  -0.040
H 0.516 1.987 0.479  -0.035
H 1.008 3.322 0.935  0.047
O 0.879 2.410 1.248  -0.071

Computed, not measured: a cluster of 2 separate species, C3H11NO3 in total at a distorted geometry, with ωB97M-V/def2-TZVPD.

Relative energy (zero: lowest compared OMol25 entry of this formula, charge and spin) ... 117.01 kcal/mol
LUMO level ... 0.7083 eV
Largest force on an atom ... 0.0609 hartree/bohr
HOMO energy ... -0.333 Eh

Last column: Löwdin charge in e.
Positions of all 18 atoms, in Å:
C 1.666 0.764 -0.929  -0.391
N 1.469 1.687 0.159  0.021
O 2.327 -0.381 -0.509  -0.062
H 1.751 -0.798 0.160  0.054
H 1.107 2.576 -0.162  0.068
H 0.841 1.288 0.848  0.051
H 2.297 1.240 -1.686  0.122
H 0.654 0.423 -1.324  0.089
C -1.056 -0.888 -0.296  -0.134
C -2.013 0.249 -0.036  -0.082
O 0.037 -0.932 0.909  -0.244
O -0.463 -1.776 1.947  -0.037
H 0.335 -2.229 2.254  0.104
H -1.502 -1.863 -0.102  0.104
H -0.692 -0.951 -1.322  0.105
H -2.885 0.149 -0.685  0.083
H -1.535 1.210 -0.229  0.068
H -2.338 0.232 1.002  0.082

Computed, not measured: a cluster of 3 separate species, C3H11NO3 in total at a distorted geometry, with ωB97M-V/def2-TZVPD.

Relative energy (zero: lowest compared OMol25 entry of this formula, charge and spin) ... 39.60 kcal/mol
LUMO level ... 0.4508 eV
Largest force on an atom ... 0.0264 hartree/bohr
HOMO energy ... -0.351 Eh

Last column: Löwdin charge in e.
Positions of all 18 atoms, in Å:
O -1.647 1.367 -1.178  0.061
C -1.185 0.980 -0.140  -0.274
C 0.192 1.263 0.421  -0.421
C 1.176 1.841 -0.574  -0.044
N 0.871 0.280 1.289  0.043
H -1.840 0.394 0.537  0.122
H -0.085 1.972 1.227  0.150
H 1.786 1.012 -0.932  0.079
H 0.644 2.204 -1.454  0.074
H 1.814 2.576 -0.098  0.081
H 1.231 -0.551 0.831  0.052
H 0.229 -0.056 1.998  0.069
H -0.034 -2.484 1.135  0.021
H 0.309 -3.061 -0.177  0.017
O 0.654 -3.036 0.728  -0.071
H -0.687 -1.189 -1.035  0.027
H -2.019 -1.694 -1.653  0.061
O -1.407 -1.820 -0.925  -0.046

Computed, not measured: a cluster of 4 separate species, C3H11NO3 in total, with ωB97M-V/def2-TZVPD.

Relative energy (zero: lowest compared OMol25 entry of this formula, charge and spin) ... 58.33 kcal/mol
LUMO level ... 0.4587 eV
Largest force on an atom ... 0.0178 hartree/bohr
HOMO energy ... -0.359 Eh

Last column: Löwdin charge in e.
Positions of all 18 atoms, in Å:
C 0.050 0.735 1.361  -0.259
C 0.901 1.516 0.713  0.008
C -0.668 -1.422 1.627  -0.041
N 0.319 -0.641 1.556  -0.018
H -0.830 1.155 1.846  0.109
H 1.824 1.170 0.263  0.035
H 0.652 2.562 0.540  0.060
H -0.465 -2.474 1.778  0.066
H -1.744 -1.203 1.549  0.078
H 3.373 0.371 -1.353  0.034
H 2.845 -0.790 -0.493  0.018
O 3.293 -0.596 -1.325  -0.066
H -3.208 -0.416 -1.430  0.030
H -2.571 0.457 -0.360  0.009
O -3.255 -0.207 -0.492  -0.071
H 0.075 -0.767 -1.678  0.035
H -0.036 0.681 -2.057  0.032
O -0.555 -0.131 -2.043  -0.057

Computed, not measured: a cluster of 3 separate species, C3H11NO3 in total at a distorted geometry, with ωB97M-V/def2-TZVPD.

Relative energy (zero: lowest compared OMol25 entry of this formula, charge and spin) ... 40.55 kcal/mol
LUMO level ... 0.5402 eV
Largest force on an atom ... 0.0445 hartree/bohr
HOMO energy ... -0.352 Eh

Last column: Löwdin charge in e.
Positions of all 18 atoms, in Å:
C -0.960 -1.789 0.659  -0.262
C -0.512 -0.714 -0.335  -0.159
C -0.756 0.664 0.217  -0.241
O 0.072 1.194 0.918  0.023
N -0.617 -3.148 0.208  -0.007
H -2.054 -1.814 0.677  0.119
H -0.508 -1.597 1.630  0.109
H -1.176 -0.808 -1.196  0.110
H 0.457 -0.712 -0.815  0.121
H -1.667 1.236 -0.012  0.130
H 0.193 -3.155 -0.387  0.061
H -1.423 -3.599 -0.195  0.059
H 2.681 2.018 -0.037  0.016
H 2.114 0.774 0.576  -0.004
O 2.930 1.109 0.180  -0.071
H 0.379 3.128 0.041  0.010
H 0.078 3.796 -1.339  0.038
O 0.769 3.417 -0.790  -0.053

Computed, not measured: a cluster of 3 separate species, C3H11NO3 in total at a distorted geometry, with ωB97M-V/def2-TZVPD.

Relative energy (zero: lowest compared OMol25 entry of this formula, charge and spin) ... 112.71 kcal/mol
LUMO level ... 0.1588 eV
Largest force on an atom ... 0.0740 hartree/bohr
HOMO energy ... -0.329 Eh

Last column: Löwdin charge in e.
Positions of all 18 atoms, in Å:
C 0.882 -0.461 -0.018  -0.487
C 2.160 -1.087 0.532  -0.058
C 0.261 -1.295 -1.129  -0.051
O -0.104 -0.348 1.015  -0.082
H 0.213 0.277 1.679  0.098
H 1.106 0.543 -0.408  0.139
H 2.909 -1.171 -0.254  0.080
H 2.576 -0.478 1.335  0.075
H 1.949 -2.081 0.925  0.083
H -0.622 -0.795 -1.523  0.061
H 0.976 -1.439 -1.937  0.083
H -0.024 -2.273 -0.741  0.086
N -2.582 0.944 -0.040  0.015
O -1.575 2.547 0.685  -0.092
O -2.246 1.257 -1.227  -0.181
H -1.659 2.625 -0.378  0.118
H -2.366 2.911 1.100  0.061
H -1.852 0.324 0.384  0.053

Computed, not measured: a cluster of 3 separate species, C3H11NO3 in total at a distorted geometry, with ωB97M-V/def2-TZVPD.

Relative energy (zero: lowest compared OMol25 entry of this formula, charge and spin) ... 18.77 kcal/mol
LUMO level ... 0.5187 eV
Largest force on an atom ... 0.0233 hartree/bohr
HOMO energy ... -0.372 Eh

Last column: Löwdin charge in e.
Positions of all 18 atoms, in Å:
C 0.368 -0.243 1.809  -0.095
C -0.111 -0.593 0.408  -0.171
C 0.474 -1.819 -0.248  -0.548
N 0.517 -1.745 -1.629  0.127
O 0.816 -2.839 0.304  0.069
H 0.396 0.844 1.915  0.067
H -0.359 -0.589 2.541  0.073
H 1.357 -0.497 2.178  0.076
H 0.064 0.211 -0.310  0.106
H -1.183 -0.712 0.475  0.116
H 0.560 -0.929 -2.229  0.109
H 0.631 -2.636 -2.077  0.102
H 1.543 6.905 1.105  0.035
H 0.639 5.894 1.875  0.028
O 0.642 6.729 1.402  -0.062
H -2.438 -3.364 -2.401  0.040
H -1.711 -2.055 -2.231  -0.002
O -2.204 -2.564 -2.889  -0.069